<P>
Computed, not measured: a cluster of 33 separate species, H66O33 in total, with ωB97M-V/def2-TZVPD.

The multiplicity is 1. For the gap between HOMO and LUMO, the calculation gives 9.95 eV. As for the total charge: 0. The value obtained for the LUMO energy is -0.49 eV.

Geometry as XYZ:
```
99
Properties=species:S:1:pos:R:3:lowdin_charge:R:1
O -1.45 -4.82 2.65 -0.069
H -1.56 -4.06 3.25 0.002
H -1.19 -4.42 1.82 -0.001
O -2.37 1.60 -0.63 -0.061
H -2.72 1.97 -1.46 0.031
H -2.69 2.12 0.12 0.043
O 4.61 -2.21 0.53 -0.059
H 4.65 -2.80 1.29 0.062
H 4.20 -1.38 0.87 0.016
O -3.95 0.58 1.91 -0.043
H -4.23 -0.35 1.96 0.022
H -4.66 1.07 2.36 0.087
O 2.45 0.53 3.73 -0.039
H 2.93 0.10 4.44 0.059
H 1.68 0.96 4.11 -0.005
O -0.14 1.31 4.26 -0.070
H -0.75 2.05 4.13 0.063
H -0.55 0.59 3.77 -0.013
O -2.34 -2.69 4.59 -0.069
H -1.93 -2.20 5.34 0.037
H -2.27 -2.00 3.90 0.012
O 1.15 -3.77 -1.38 -0.049
H 1.40 -2.83 -1.48 0.042
H 1.79 -4.27 -1.90 0.079
O 5.33 -1.95 -2.08 -0.041
H 5.05 -1.97 -1.15 0.000
H 5.24 -2.86 -2.38 0.068
O 5.49 1.33 -0.93 -0.042
H 6.09 2.09 -0.80 0.067
H 6.08 0.61 -1.16 0.042
O 2.75 3.99 2.74 -0.063
H 2.34 4.11 1.88 0.005
H 2.22 3.33 3.21 0.009
O -5.30 2.50 -0.65 -0.050
H -5.22 1.74 -1.26 0.039
H -5.01 3.26 -1.17 0.044
O 1.40 -1.78 -4.86 -0.046
H 2.27 -1.41 -4.60 0.021
H 1.25 -2.52 -4.28 0.028
O -0.10 -1.23 6.07 -0.064
H -0.02 -0.37 5.59 0.022
H -0.02 -1.88 5.35 0.019
O -0.39 5.84 -1.47 -0.060
H -1.02 5.14 -1.71 0.010
H -0.26 6.31 -2.30 0.046
O 1.48 2.51 0.37 -0.062
H 1.92 1.67 0.58 0.013
H 1.05 2.36 -0.50 0.007
O -2.17 4.27 -3.14 -0.058
H -2.75 4.72 -3.76 0.056
H -2.43 3.33 -3.23 0.000
O 3.77 -0.52 -3.62 -0.062
H 4.44 -0.98 -3.09 -0.011
H 4.16 0.28 -3.96 0.061
O -2.01 2.55 2.10 -0.052
H -1.26 3.05 1.73 0.060
H -1.76 1.61 2.01 0.008
O -0.68 -0.29 -3.47 -0.056
H -1.14 -0.97 -2.94 0.035
H -0.12 -0.75 -4.10 0.031
O -1.43 -0.48 2.79 -0.041
H -2.36 -0.28 2.68 0.032
H -1.00 -0.57 1.92 0.052
O 1.80 -3.38 3.61 -0.069
H 1.97 -3.98 4.37 0.056
H 1.20 -3.81 3.00 -0.006
O -4.44 -2.55 -3.23 -0.064
H -5.18 -3.14 -3.10 0.036
H -4.40 -1.97 -2.45 0.002
O 2.48 5.29 -0.77 -0.081
H 2.57 4.32 -0.74 0.012
H 1.59 5.49 -1.10 -0.010
O 2.09 -0.67 -1.18 -0.048
H 2.73 -0.45 -0.48 0.016
H 2.45 -0.41 -2.05 0.045
O -4.90 -2.25 1.22 -0.053
H -4.31 -1.98 0.50 -0.006
H -4.77 -3.18 1.37 0.041
O 0.43 1.94 -2.25 -0.043
H -0.11 1.21 -2.59 -0.008
H 0.52 2.53 -3.00 0.064
O -2.85 1.49 -3.62 -0.059
H -3.50 0.78 -3.69 0.068
H -2.01 1.02 -3.83 0.032
O -0.35 -0.04 -0.09 -0.067
H -0.99 0.57 -0.47 -0.014
H 0.46 0.03 -0.63 0.007
O -3.33 -1.05 -0.86 -0.047
H -2.46 -1.45 -0.84 0.022
H -3.22 -0.14 -0.58 0.007
O 3.59 0.27 1.07 -0.075
H 3.24 0.53 1.94 0.041
H 4.09 1.01 0.65 0.069
O 0.31 -2.62 1.00 -0.054
H 0.62 -3.31 0.39 0.017
H 0.31 -1.77 0.53 -0.006
O -1.33 -2.73 -2.10 -0.052
H -0.52 -3.21 -1.84 0.012
H -1.77 -3.22 -2.82 0.071
```


<Q>
Computed, not measured: a cluster of 33 separate species, H66O33 in total, with ωB97M-V/def2-TZVPD.

The multiplicity is 1. For the gap between HOMO and LUMO, the calculation gives 10.55 eV. As for the total charge: 0. The value obtained for the LUMO energy is -0.14 eV.

Geometry as XYZ:
```
99
Properties=species:S:1:pos:R:3:lowdin_charge:R:1
O 2.82 -2.28 1.25 -0.070
H 2.39 -2.52 2.09 0.004
H 3.63 -1.79 1.44 0.002
O 2.76 3.60 -3.16 -0.040
H 1.84 3.83 -2.95 0.032
H 2.76 3.20 -4.02 0.038
O -0.03 -0.19 -4.67 -0.075
H 0.74 -0.66 -5.08 0.068
H -0.57 -0.98 -4.41 0.033
O -0.22 -1.59 -0.27 -0.037
H 0.10 -2.41 0.16 0.043
H -0.13 -0.95 0.44 0.012
O -0.41 3.96 -2.76 -0.093
H -1.14 3.86 -3.41 0.063
H -0.04 3.06 -2.54 -0.011
O 4.35 -0.30 1.96 -0.036
H 3.57 -0.03 2.51 0.038
H 5.05 -0.12 2.54 0.029
O -1.12 -4.72 -2.02 -0.017
H -1.79 -4.21 -1.59 -0.018
H -0.49 -4.94 -1.36 0.009
O -3.92 1.95 0.86 -0.050
H -4.59 2.45 0.46 0.014
H -3.12 2.06 0.30 0.029
O -0.07 2.48 3.43 -0.062
H -0.97 2.27 3.14 0.008
H 0.02 3.42 3.20 0.019
O -1.48 2.23 -0.25 -0.044
H -1.10 1.65 0.41 0.014
H -1.09 1.86 -1.08 0.033
O -2.88 3.30 2.93 -0.081
H -3.18 3.26 3.87 0.067
H -3.48 2.67 2.46 0.012
O -3.43 0.83 -2.70 -0.023
H -3.04 0.39 -3.44 0.018
H -3.58 0.07 -2.15 0.024
O 1.72 -1.27 4.63 -0.047
H 0.89 -0.92 4.93 0.005
H 1.94 -0.63 3.94 0.007
O 1.17 4.77 0.13 -0.037
H 0.48 5.16 -0.44 0.061
H 1.00 3.84 0.07 0.013
O -2.69 -3.01 -0.67 -0.062
H -3.13 -3.33 0.17 0.052
H -1.98 -2.44 -0.32 0.019
O 1.82 0.68 2.64 -0.069
H 1.89 0.94 1.73 0.004
H 1.23 1.37 3.01 0.026
O 3.11 -1.99 -2.18 -0.078
H 3.93 -1.46 -1.92 0.034
H 2.67 -2.10 -1.32 0.001
O 1.62 -3.78 3.38 -0.099
H 1.41 -2.91 3.87 0.037
H 1.59 -4.63 3.85 0.062
O -5.01 3.12 -1.62 -0.041
H -4.17 2.71 -1.46 -0.023
H -5.60 2.41 -1.91 0.054
O 3.13 0.44 -4.34 -0.027
H 4.02 0.13 -4.39 0.029
H 2.81 -0.11 -3.63 -0.014
O 0.26 1.37 -2.34 -0.071
H 0.82 0.97 -1.68 -0.008
H 0.26 0.75 -3.11 0.045
O -0.22 5.23 2.71 -0.092
H -1.19 5.41 2.70 0.060
H 0.12 5.33 1.77 0.044
O 5.43 -0.01 -1.79 -0.058
H 5.19 0.91 -1.50 0.021
H 6.19 -0.21 -1.26 0.032
O -1.55 -2.50 2.82 -0.035
H -2.12 -3.25 2.52 0.034
H -0.67 -2.79 2.63 0.018
O -1.40 0.07 1.86 -0.056
H -2.12 -0.56 1.69 0.010
H -1.34 -0.02 2.81 -0.010
O -2.35 -2.07 -3.42 -0.012
H -2.52 -2.77 -2.84 -0.026
H -2.17 -2.47 -4.25 0.032
O -0.05 -3.30 -4.04 -0.085
H -0.23 -3.70 -3.15 0.010
H 0.90 -3.19 -4.11 0.034
O -0.98 -0.33 4.74 -0.024
H -1.32 0.37 5.28 0.058
H -1.65 -1.02 4.79 0.056
O 1.40 -4.55 -0.03 -0.061
H 1.93 -4.11 0.64 0.002
H 1.89 -4.57 -0.88 0.061
O 1.85 1.04 -0.26 -0.039
H 2.01 0.07 -0.30 0.072
H 2.70 1.50 -0.37 0.034
O -3.86 -0.86 0.99 -0.031
H -3.91 0.08 1.01 0.002
H -3.38 -1.01 0.17 0.037
O -3.94 -3.52 1.87 -0.052
H -4.62 -3.90 2.44 0.077
H -4.19 -2.60 1.70 0.020
O 4.28 2.49 -1.03 -0.030
H 3.70 2.75 -1.73 -0.002
H 4.82 3.24 -0.79 0.073
```


It comes down to <P>, which is 0.0104 hartree more stable than the next structure.


<P>
Computed, not measured: a structure of composition H30NO13, with ωB97M-V/def2-TZVPD.

The multiplicity is 1. For the gap between HOMO and LUMO, the calculation gives 9.49 eV. As for the total charge: +1. The value obtained for the LUMO energy is -3.43 eV.

Geometry as XYZ:
```
44
Properties=species:S:1:pos:R:3:nbo_charge:R:1
N 0.06 0.05 -0.01 -0.872
H 0.40 -0.73 -0.55 0.473
H -0.59 0.56 -0.59 0.449
H 0.67 0.48 0.58 0.459
H -0.44 -0.63 0.64 0.456
O 2.31 0.83 2.62 -0.978
H 1.66 0.83 3.40 0.486
H 2.54 1.67 2.57 0.481
O 0.95 -3.36 -2.89 -0.982
H 0.58 -4.41 -2.88 0.457
H 0.22 -2.85 -2.65 0.444
O -2.77 2.21 0.13 -0.967
H -2.13 2.56 0.82 0.473
H -3.42 1.69 0.78 0.498
O -0.06 1.11 -3.31 -0.951
H -0.78 1.45 -2.83 0.463
H 0.74 1.75 -3.01 0.470
O 2.43 3.20 1.70 -1.027
H 2.45 4.10 2.08 0.477
H 1.51 3.04 1.21 0.478
O -2.50 -2.38 -0.24 -0.983
H -3.45 -2.73 -0.37 0.501
H -2.11 -3.03 0.40 0.492
O 3.24 1.05 -0.08 -0.942
H 3.29 1.07 0.87 0.485
H 3.62 0.18 -0.19 0.456
O -0.81 -2.11 -2.40 -0.904
H -1.36 -2.41 -1.79 0.485
H -1.34 -1.48 -2.80 0.498
O -1.05 -0.25 3.61 -0.915
H -1.38 -0.97 3.33 0.449
H -1.87 0.01 4.15 0.468
O 0.12 -2.93 1.70 -0.986
H -0.29 -3.87 1.61 0.486
H 0.84 -2.79 1.18 0.492
O -2.62 1.51 -2.57 -0.945
H -2.51 2.42 -3.26 0.501
H -2.69 1.74 -1.76 0.461
O 0.29 3.18 0.65 -0.896
H -0.11 3.90 0.17 0.503
H -0.18 3.53 1.45 0.487
O 1.81 -2.36 -0.20 -0.964
H 1.96 -2.56 -1.05 0.500
H 2.76 -2.27 -0.22 0.483
```


<Q>
Computed, not measured: a cluster of 14 separate species, H30NO13 in total, with ωB97M-V/def2-TZVPD.

The multiplicity is 1. For the gap between HOMO and LUMO, the calculation gives 8.75 eV. As for the total charge: +1. The value obtained for the LUMO energy is -3.72 eV.

Geometry as XYZ:
```
44
Properties=species:S:1:pos:R:3:nbo_charge:R:1
N 47.29 0.58 21.30 -0.870
H 47.58 0.50 22.18 0.423
H 46.74 1.44 21.21 0.476
H 46.80 -0.32 21.38 0.457
H 48.09 0.42 20.62 0.450
O 48.86 3.05 19.79 -1.025
H 48.16 3.51 20.28 0.469
H 48.46 2.42 19.20 0.460
O 47.25 -1.57 23.16 -0.950
H 47.07 -2.41 22.82 0.491
H 48.07 -1.69 23.67 0.472
O 49.59 -0.08 21.77 -0.966
H 49.62 -0.75 22.47 0.489
H 50.09 0.66 21.90 0.505
O 44.80 -1.27 21.51 -0.948
H 45.24 -1.02 20.70 0.499
H 45.44 -1.14 22.21 0.450
O 48.24 0.70 24.46 -0.962
H 48.46 1.24 25.33 0.514
H 49.08 0.26 24.26 0.484
O 46.25 -1.40 19.26 -1.032
H 46.30 -2.34 19.38 0.471
H 46.90 -1.19 18.44 0.492
O 44.80 1.20 19.25 -0.970
H 45.74 1.37 18.83 0.481
H 44.36 2.00 19.46 0.473
O 44.47 0.94 22.52 -0.992
H 44.87 0.70 23.34 0.471
H 44.00 0.18 22.32 0.484
O 47.43 1.80 18.17 -0.910
H 47.72 1.19 17.43 0.462
H 47.22 2.53 17.64 0.499
O 47.95 -0.77 17.72 -0.893
H 48.34 0.04 17.40 0.458
H 48.56 -0.96 18.51 0.521
O 45.92 0.47 24.62 -0.941
H 45.47 0.80 25.35 0.474
H 46.78 0.75 24.69 0.466
O 50.42 -1.39 19.52 -0.964
H 50.21 -1.05 20.37 0.477
H 50.45 -2.45 19.69 0.486
O 47.12 3.78 21.24 -0.922
H 46.46 4.33 20.90 0.495
H 47.30 4.06 22.11 0.497
```


It comes down to <Q>, which is 0.0710 hartree more stable than the next structure.


<P>
Computed, not measured: a cluster of 2 separate species, C5H2N in total, with ωB97M-V/def2-TZVPD.

The multiplicity is 1. For the gap between HOMO and LUMO (spin up / spin down), the calculation gives 3.88 / 5.30 eV. As for the total charge: +1. The value obtained for the LUMO energy (spin up / spin down) is -11.25 / -10.23 eV.

Geometry as XYZ:
```
8
Properties=species:S:1:pos:R:3:nbo_charge:R:1
C 3.37 0.29 0.17 -0.758
C 4.49 -0.24 -0.06 0.453
C -1.96 -0.15 0.41 -0.123
C -2.27 0.81 -0.23 0.595
C 2.00 0.45 0.00 0.401
N 0.86 0.75 0.16 -0.283
H -1.69 -1.02 1.05 0.316
H 3.71 0.96 1.06 0.398
```


<Q>
Computed, not measured: a cluster of 2 separate species, C5H2N in total, with ωB97M-V/def2-TZVPD.

The multiplicity is 1. For the gap between HOMO and LUMO (spin up / spin down), the calculation gives 8.75 / 8.22 eV. As for the total charge: +1. The value obtained for the LUMO energy (spin up / spin down) is -6.96 / -7.50 eV.

Geometry as XYZ:
```
8
Properties=species:S:1:pos:R:3:nbo_charge:R:1
C 2.02 0.68 -0.20 -0.120
C 3.14 0.62 0.13 0.134
C -2.10 1.15 -0.19 0.077
C -1.34 0.20 -0.07 0.029
C 0.42 -1.46 0.17 0.474
N -0.48 -0.75 0.12 -0.238
H -2.95 1.78 -0.04 0.282
H 1.29 -2.23 0.08 0.361
```


It comes down to <Q>, which is 0.0389 hartree more stable than the next structure.


<P>
Computed, not measured: a structure of composition CCl2N2O2, with ωB97M-V/def2-TZVPD.

The multiplicity is 1. For the gap between HOMO and LUMO (spin up / spin down), the calculation gives 7.49 / 7.49 eV. As for the total charge: 0. The value obtained for the LUMO energy (spin up / spin down) is -2.52 / -2.52 eV.

Geometry as XYZ:
```
7
Properties=species:S:1:pos:R:3:nbo_charge:R:1
C -1.35 -0.12 0.03 0.037
N 0.39 -0.82 0.03 -0.259
N 1.37 0.03 -0.01 0.546
O 1.24 1.23 -0.01 -0.457
O 2.43 -0.59 -0.05 -0.394
Cl -2.53 -1.22 0.02 0.257
Cl -1.55 1.50 0.00 0.270
```


<Q>
Computed, not measured: a cluster of 2 separate species, CCl2N2O2 in total, with ωB97M-V/def2-TZVPD.

As for the SMILES: N#[N+][O-].O=C(Cl)Cl. The multiplicity is 1. For the gap between HOMO and LUMO, the calculation gives 11.77 eV. As for the total charge: 0. The value obtained for the LUMO energy is 0.36 eV.

Geometry as XYZ:
```
7
Properties=species:S:1:pos:R:3:nbo_charge:R:1
N -1.55 -1.28 0.61 -0.088
N -1.71 -0.83 -0.38 0.428
O -2.03 -0.40 -1.41 -0.341
O 1.66 -0.23 -0.70 -0.481
C 1.35 0.55 0.16 0.354
Cl 1.37 0.08 1.79 0.035
Cl 0.90 2.11 -0.07 0.092
```


It comes down to <Q>, which is 0.2247 hartree more stable than the next structure.